Entry 1:
{"formula": "C17H22BrN5O5S2", "method": "ωB97M-V with the def2-TZVPD basis set", "species": ["C", "C", "C", "C", "C", "C", "C", "S", "O", "O", "N", "C", "O", "N", "C", "N", "C", "C", "Br", "S", "C", "H", "H", "H", "H", "H", "H", "H", "H", "H", "H", "H", "H", "C", "N", "C", "O", "C", "N", "C", "C", "O", "H", "H", "H", "H", "H", "H", "H", "H", "H", "H"], "positions_angstrom": [[3.984959, 1.261477, -3.854043], [3.702121, 2.508277, -3.018260], [3.644485, 2.156114, -1.552408], [4.816689, 2.124903, -0.783360], [4.762453, 1.807580, 0.577291], [3.536676, 1.519524, 1.181087], [2.359068, 1.539560, 0.421802], [0.765963, 1.170807, 1.217914], [0.698289, 1.808019, 2.539115], [-0.412138, 1.566441, 0.429952], [0.761051, -0.483275, 1.521226], [0.471683, -1.286176, 0.472977], [0.682352, -0.940938, -0.672969], [0.002232, -2.534327, 0.773338], [-0.420471, -3.480560, -0.133374], [-0.805197, -4.601356, 0.414281], [-1.221939, -5.492980, -0.570621], [-1.163370, -5.024697, -1.856782], [-1.680442, -6.001159, -3.416498], [-0.549019, -3.396582, -1.890537], [2.417890, 1.851838, -0.943956], [4.956795, 0.833535, -3.588845], [3.211798, 0.504730, -3.684406], [3.994171, 1.516482, -4.918295], [4.484262, 3.254010, -3.194038], [2.752160, 2.951797, -3.334339], [5.773830, 2.348911, -1.245010], [5.673944, 1.791622, 1.167357], [3.502659, 1.285929, 2.243705], [0.282080, -0.709786, 2.385688], [-0.044461, -2.801500, 1.748849], [-1.577065, -6.492098, -0.335327], [1.504773, 1.855964, -1.537400], [-3.731584, 3.609203, 0.335198], [-3.469933, 2.244083, 0.786501], [-3.659868, 1.156932, 0.026551], [-4.095067, 1.225523, -1.117455], [-3.330570, -0.222785, 0.611516], [-2.486621, -0.206523, 1.811633], [-2.246880, -1.244556, 2.607802], [-3.119356, -2.479540, 2.527565], [-1.279584, -1.226769, 3.355756], [-4.758511, 3.688595, -0.027931], [-3.580609, 4.314102, 1.153779], [-3.053333, 3.857045, -0.483777], [-3.092765, 2.116507, 1.710887], [-4.280828, -0.704117, 0.839888], [-2.827849, -0.800918, -0.164623], [-1.877387, 0.591017, 1.923076], [-4.149885, -2.206868, 2.746078], [-3.052210, -2.915584, 1.531897], [-2.775443, -3.207437, 3.261545]], "forces_ev_per_a": [[-0.026, 0.007, -0.216], [-0.060, -0.152, 0.047], [-0.041, 0.241, 0.463], [-0.560, -0.186, 0.338], [-0.421, 0.008, -0.343], [-0.232, -0.087, 0.219], [0.147, -0.200, -0.456], [-1.917, 2.749, 1.224], [1.115, -1.430, -1.284], [2.082, -1.079, -0.069], [0.310, 0.947, 0.652], [0.413, -0.783, -2.139], [-0.224, -0.031, -0.333], [0.215, 1.009, 0.369], [-0.364, -1.087, 0.092], [-0.315, -0.652, -1.322], [0.063, 0.503, -0.653], [-0.130, -0.442, 0.675], [0.316, 0.629, 0.718], [0.167, 0.077, 0.901], [-0.109, -0.104, 0.300], [-0.134, -0.009, -0.049], [0.145, 0.065, -0.036], [0.034, -0.121, 0.102], [-0.095, -0.049, 0.073], [0.109, -0.024, 0.090], [-0.107, 0.019, 0.007], [-0.173, -0.008, -0.040], [-0.076, 0.056, -0.209], [-0.251, 0.216, 0.781], [-0.206, -0.256, -0.129], [0.125, 0.278, 0.196], [0.129, -0.012, 0.165], [0.006, -0.413, -0.314], [0.068, 0.208, 0.941], [-0.146, 0.025, -1.078], [0.134, -0.200, 0.576], [0.248, 0.124, 0.425], [-0.988, 0.888, -0.803], [0.063, -1.013, 0.041], [0.031, 0.397, 0.037], [0.799, -0.033, 0.758], [0.111, 0.014, 0.017], [0.021, -0.243, -0.021], [-0.079, 0.059, 0.035], [-0.074, 0.143, -0.078], [-0.039, -0.021, -0.045], [-0.155, 0.137, -0.226], [0.326, -0.166, -0.099], [-0.162, -0.108, -0.129], [-0.128, -0.057, -0.073], [0.036, 0.166, -0.094]], "e_above_lowest_kcal_mol": 0.00, "homo_ev": -8.775, "smiles": "CCc1cccc(S(=O)(=O)NC(=O)Nc2ncc(Br)s2)c1.CNC(=O)CNC(C)=O", "gap_ev": 9.13, "multiplicity": 1, "e_tot_ha": -4681.42627}

***

Entry 2:
{"formula": "C17H22Cl42FS", "method": "ωB97M-V with the def2-TZVPD basis set", "species": ["F", "C", "C", "C", "S", "H", "H", "H", "H", "H", "H", "H", "H", "C", "Cl", "Cl", "Cl", "H", "C", "Cl", "Cl", "Cl", "H", "C", "Cl", "Cl", "Cl", "H", "C", "Cl", "Cl", "Cl", "H", "C", "Cl", "Cl", "Cl", "H", "C", "Cl", "Cl", "Cl", "H", "C", "Cl", "Cl", "Cl", "H", "C", "Cl", "Cl", "Cl", "H", "C", "Cl", "Cl", "Cl", "H", "C", "Cl", "Cl", "Cl", "H", "C", "Cl", "Cl", "Cl", "H", "C", "Cl", "Cl", "Cl", "H", "C", "Cl", "Cl", "Cl", "H", "C", "Cl", "Cl", "Cl", "H"], "positions_angstrom": [[2.487912, -1.204179, 3.489372], [2.969561, 0.113304, 3.236308], [1.803516, 1.075373, 2.911493], [0.503115, 0.682057, 3.653016], [-0.918674, 0.773677, 2.494191], [3.673747, 0.083654, 2.382745], [3.526085, 0.463745, 4.122158], [2.095724, 2.093440, 3.228100], [1.614571, 1.116589, 1.822580], [0.254733, 1.387794, 4.460684], [0.513665, -0.353886, 4.025063], [-1.352525, -0.504483, 2.440314], [-1.895657, 1.337902, 3.224715], [-4.099811, 0.972655, 0.124384], [-3.121917, 1.258846, -1.309797], [-3.596948, -0.512391, 0.971423], [-4.044767, 2.367548, 1.213525], [-5.129040, 0.824520, -0.182505], [0.072050, 0.371359, -3.960747], [-0.850432, 1.872639, -4.100007], [-0.766239, -0.922568, -4.811331], [1.730988, 0.531264, -4.560068], [0.112980, 0.116521, -2.908193], [-0.749747, -3.662928, 1.842227], [-1.334044, -2.824996, 3.298906], [-1.780978, -5.039333, 1.491056], [-0.686210, -2.555976, 0.471153], [0.251540, -4.023586, 2.043487], [2.149580, 3.956856, -1.424629], [3.157043, 4.643244, -0.152814], [3.075026, 2.965023, -2.535196], [0.835077, 3.015852, -0.726625], [1.713445, 4.776819, -1.981530], [-2.468371, 5.749637, -2.757421], [-1.170028, 5.046255, -3.734759], [-3.011599, 4.635532, -1.487268], [-1.944248, 7.279743, -2.061505], [-3.309991, 5.941618, -3.410227], [-7.193918, -1.403606, -1.664414], [-8.529030, -0.580635, -2.461186], [-5.650128, -0.937822, -2.375708], [-7.216200, -1.092395, 0.077569], [-7.316120, -2.470111, -1.809498], [5.252660, 8.555749, -1.123241], [4.086431, 9.738963, -0.533321], [6.330645, 8.040896, 0.171406], [4.429771, 7.155953, -1.813982], [5.844008, 9.021422, -1.901022], [-3.445213, -4.436905, -2.243584], [-3.548786, -3.112727, -1.076663], [-4.958644, -4.639839, -3.110800], [-2.066626, -4.202453, -3.324707], [-3.267093, -5.349043, -1.685540], [-4.272716, -2.044840, -7.103089], [-5.484060, -0.863534, -6.611793], [-3.300207, -2.577271, -5.725703], [-5.027872, -3.426545, -7.894866], [-3.612477, -1.567720, -7.816029], [-3.407676, -6.530960, 4.670191], [-4.462998, -5.415131, 5.539421], [-2.172308, -7.196003, 5.736649], [-4.336536, -7.810697, 3.893975], [-2.907728, -5.972014, 3.892097], [6.915536, 5.129842, 3.824556], [6.699646, 3.498545, 4.471318], [8.514618, 5.325822, 3.126846], [5.669343, 5.508655, 2.630748], [6.815006, 5.830115, 4.644382], [-3.826395, -8.423240, -1.935729], [-2.821900, -8.019253, -3.328369], [-3.098200, -7.779914, -0.456847], [-5.461899, -7.810862, -2.160183], [-3.869552, -9.500928, -1.844289], [1.312246, -8.218879, -1.415055], [0.161848, -7.195757, -0.545950], [2.692047, -8.616395, -0.394726], [0.521113, -9.678468, -2.004253], [1.673744, -7.662286, -2.270082], [10.905101, 8.525860, 4.614890], [10.207229, 8.567960, 2.994505], [11.170369, 10.155701, 5.224493], [9.879882, 7.604159, 5.720241], [11.863912, 8.027450, 4.555055]], "forces_ev_per_a": [[0.379, 1.119, -0.353], [0.103, -0.027, -0.049], [-0.097, -0.089, -0.033], [-0.055, 0.098, 0.303], [0.472, 0.422, -0.621], [-0.419, -0.197, 0.466], [-0.352, -0.418, -0.223], [-0.079, -0.450, -0.297], [0.205, -0.094, 0.458], [0.112, -0.429, -0.210], [0.052, 0.462, -0.059], [-0.128, 0.008, 0.318], [-0.119, -0.352, 0.156], [-0.001, 0.023, -0.205], [0.036, -0.202, 0.222], [-0.118, 0.188, -0.023], [0.052, -0.087, 0.034], [0.016, -0.029, 0.019], [0.026, -0.130, -0.089], [0.233, -0.073, 0.026], [0.081, 0.056, 0.110], [-0.277, 0.028, 0.025], [0.072, 0.006, -0.043], [-0.001, -0.115, -0.137], [0.003, 0.036, 0.061], [-0.010, -0.016, -0.002], [0.264, 0.079, 0.177], [-0.008, 0.039, 0.034], [0.170, 0.176, -0.017], [-0.043, -0.243, 0.119], [0.133, 0.079, 0.021], [-0.389, -0.177, 0.137], [-0.070, -0.007, -0.004], [0.069, 0.065, 0.096], [-0.149, 0.086, 0.136], [0.141, 0.161, -0.221], [-0.033, -0.018, 0.009], [0.013, -0.021, 0.003], [-0.097, -0.073, -0.131], [0.018, -0.012, 0.019], [-0.138, 0.211, -0.080], [0.062, 0.015, 0.021], [0.018, 0.007, 0.023], [-0.034, 0.027, 0.064], [0.011, 0.005, -0.031], [0.068, 0.044, -0.005], [0.072, 0.158, -0.193], [-0.001, -0.014, 0.016], [0.087, -0.192, 0.142], [-0.066, -0.167, -0.086], [0.040, 0.298, -0.183], [-0.024, -0.084, 0.177], [0.034, 0.018, -0.006], [0.035, -0.036, -0.064], [0.010, 0.018, 0.073], [-0.314, -0.004, -0.209], [0.007, 0.011, -0.001], [-0.003, -0.012, 0.013], [0.000, -0.022, -0.010], [0.001, 0.008, -0.003], [-0.004, 0.010, -0.005], [0.004, 0.011, -0.003], [0.019, 0.029, -0.007], [0.031, 0.045, -0.051], [-0.025, -0.002, 0.012], [-0.002, -0.065, -0.028], [-0.049, -0.034, 0.062], [-0.004, -0.020, -0.006], [-0.004, 0.062, -0.144], [0.018, -0.008, 0.005], [-0.245, -0.092, 0.094], [-0.009, -0.231, 0.151], [0.011, 0.018, 0.022], [0.027, -0.061, 0.007], [0.184, 0.100, -0.026], [-0.002, 0.019, -0.009], [-0.003, 0.018, -0.003], [-0.018, -0.001, 0.013], [-0.031, 0.058, -0.009], [0.023, -0.003, 0.006], [0.013, -0.005, 0.002], [0.018, -0.005, 0.019], [-0.023, -0.008, 0.002]], "homo_ev": -12.300, "gap_ev": 9.21, "multiplicity": 1, "e_tot_ha": -20486.72352, "total_charge": 1}

***

Entry 3:
{"formula": "C17H22ClN2", "method": "ωB97M-V with the def2-TZVPD basis set", "species": ["Cl", "C", "C", "C", "C", "C", "N", "C", "C", "N", "C", "C", "C", "C", "C", "C", "C", "C", "C", "C", "H", "H", "H", "H", "H", "H", "H", "H", "H", "H", "H", "H", "H", "H", "H", "H", "H", "H", "H", "H", "H", "H"], "positions_angstrom": [[0.975452, -2.291721, 8.304659], [1.282402, -2.051561, 6.631014], [1.201894, -3.135250, 5.738918], [1.505868, -2.932667, 4.386684], [1.715728, -1.645733, 3.876758], [1.906403, -1.380092, 2.346891], [0.583725, -1.063167, 1.729405], [-0.043932, 0.239286, 2.308045], [-1.374063, 0.508147, 1.633860], [-1.691653, -0.550412, 0.639955], [-0.648815, -0.569689, -0.408634], [0.706660, -0.859920, 0.198750], [-1.741953, -1.872330, 1.308034], [-0.429329, -2.181922, 1.993329], [2.549526, -2.578539, 1.646860], [3.514734, -2.202119, 0.770915], [3.839374, -0.727463, 0.882914], [2.917351, -0.245670, 2.034472], [1.907888, -0.597006, 4.782569], [1.627024, -0.775273, 6.160526], [0.931261, -4.117516, 6.099051], [1.553413, -3.804508, 3.726855], [0.663205, 1.059032, 2.134921], [-0.167413, 0.099379, 3.384934], [-2.180303, 0.529944, 2.376999], [-1.364905, 1.471801, 1.112373], [-0.916624, -1.345864, -1.138463], [-0.655005, 0.402001, -0.920193], [1.135847, -1.765444, -0.229333], [1.401027, -0.029081, 0.046813], [-2.559794, -1.840259, 2.038975], [-1.975989, -2.625582, 0.548366], [0.003180, -3.123013, 1.640770], [-0.583328, -2.232403, 3.072136], [2.330284, -3.576303, 2.027069], [4.058907, -2.859003, 0.074790], [3.695136, -0.157570, -0.057613], [4.885896, -0.573934, 1.201849], [2.483675, 0.744439, 1.814814], [3.533133, -0.141014, 2.947346], [2.271195, 0.372617, 4.436698], [1.689245, 0.070245, 6.839664]], "forces_ev_per_a": [[-0.076, -0.010, 0.051], [-0.064, 0.257, -0.949], [0.532, 0.699, -0.190], [-0.621, -0.045, 0.236], [1.095, 0.321, -0.338], [1.564, -0.422, 1.054], [-1.975, 0.587, -0.773], [0.909, -0.418, 0.159], [-0.892, -0.618, -0.895], [0.139, 0.092, 0.102], [-1.258, 0.150, 0.301], [0.636, -0.112, 0.576], [-0.665, 0.999, -0.760], [0.606, -0.001, 0.291], [1.008, 0.508, -0.333], [-0.506, -0.340, 0.777], [-0.262, 0.121, -0.045], [0.591, 0.231, 0.365], [-0.758, -0.265, 0.974], [0.317, -0.393, -0.882], [0.163, -0.021, 0.060], [-0.346, 0.335, 0.362], [-0.187, -0.397, 0.096], [0.227, -0.133, -0.227], [0.153, 0.020, -0.214], [-0.028, -0.210, 0.109], [0.045, 0.273, 0.176], [-0.014, -0.283, 0.119], [0.047, 0.135, 0.295], [-0.081, -0.237, 0.133], [0.178, -0.104, -0.226], [-0.041, 0.160, 0.161], [0.096, 0.245, 0.110], [0.325, -0.018, -0.146], [-0.017, 0.141, -0.909], [-0.228, 0.205, 0.662], [0.099, -0.355, 0.395], [-0.349, -0.227, -0.410], [0.193, -0.523, 0.207], [-0.263, 0.085, -0.617], [-0.407, -0.195, 0.180], [0.112, -0.236, -0.038]], "homo_ev": -12.088, "smiles": "Clc1ccc([C@]2([N+]34CCN(CC3)CC4)C=CCC2)cc1", "gap_ev": 9.66, "multiplicity": 1, "e_tot_ha": -1230.41596, "total_charge": 1}

***

Question: Which formula does entry 1 have?
Answer: C17H22BrN5O5S2